[1]
{"formula": "C27H67N5O13V", "method": "the ωB97M-V functional and the def2-TZVPD basis", "elements": ["O", "V", "O", "C", "O", "O", "O", "C", "C", "C", "O", "C", "N", "H", "H", "H", "H", "H", "H", "H", "H", "H", "H", "H", "C", "C", "C", "O", "C", "N", "H", "H", "H", "H", "H", "H", "H", "H", "H", "H", "H", "C", "O", "C", "C", "N", "C", "C", "O", "C", "H", "H", "H", "H", "H", "H", "H", "H", "H", "H", "H", "H", "H", "H", "H", "C", "O", "C", "C", "N", "C", "C", "O", "C", "H", "H", "H", "H", "H", "H", "H", "H", "H", "H", "H", "H", "H", "H", "H", "C", "O", "C", "C", "N", "C", "C", "O", "C", "H", "H", "H", "H", "H", "H", "H", "H", "H", "H", "H", "H", "H", "H", "H"], "coordinates": [[0.01486, 1.26069, -1.20350], [0.17038, 1.91349, 0.22827], [1.52367, 1.24736, 0.82235], [0.03748, 4.51593, 0.00445], [1.11044, 3.86777, -0.04135], [-0.99657, 3.86275, -0.10941], [0.16412, 5.70352, -0.01933], [-3.37095, 0.78095, -1.64542], [-4.12283, 2.04177, -1.24662], [-5.63064, 1.85082, -1.10365], [-6.34439, 3.09848, -1.06518], [-6.78076, 3.53028, -2.37527], [-3.64365, 2.37103, 0.06913], [-3.59724, 0.51597, -2.67822], [-3.46420, -0.03894, -0.93325], [-2.32332, 1.07648, -1.70237], [-4.01474, 2.84958, -1.97041], [-5.91621, 1.26433, -0.23039], [-5.98892, 1.22743, -1.92286], [-7.59390, 2.89024, -2.71768], [-5.97435, 3.67489, -3.09423], [-7.34915, 4.43037, -2.14104], [-4.37774, 2.92802, 0.48261], [-2.85763, 2.99941, -0.01701], [-0.61185, -0.17543, 3.10004], [-1.53866, 0.98257, 2.71871], [-1.08756, 2.38746, 3.14708], [0.15655, 2.70592, 2.50929], [0.83396, 3.71260, 3.31067], [-1.63700, 0.87933, 1.25261], [0.20402, -0.19121, 2.37741], [-1.16975, -1.11080, 3.14402], [-0.16065, -0.04012, 4.08300], [-2.44221, 0.75975, 3.28619], [-1.00762, 2.35733, 4.23373], [-1.85943, 3.04073, 2.74019], [1.60207, 4.17369, 2.68978], [1.09490, 3.29478, 4.28301], [0.17551, 4.53213, 3.59862], [-1.75282, -0.07009, 0.92811], [-2.54047, 1.26087, 1.01122], [-7.50901, 2.31110, 3.71946], [-7.20310, 0.99205, 3.33485], [-5.80989, 0.57287, 3.21832], [-5.80885, -0.85716, 2.54632], [-4.46388, -1.37768, 2.57955], [-4.33793, -2.49829, 1.56112], [-2.83234, -2.91202, 1.31477], [-2.01787, -1.87089, 0.72540], [-0.89584, -2.33530, -0.03037], [-8.58781, 2.39706, 3.58946], [-6.94450, 2.95270, 3.04287], [-7.40596, 2.50972, 4.78624], [-5.38111, 0.54757, 4.22012], [-5.23225, 1.31008, 2.66069], [-6.14471, -0.77861, 1.51234], [-6.61088, -1.41618, 3.02832], [-3.72610, -0.72920, 2.34450], [-4.72433, -2.23415, 0.57673], [-4.84002, -3.42144, 1.85062], [-2.94351, -3.80426, 0.69860], [-2.22193, -3.21653, 2.16492], [-1.22487, -2.92417, -0.88657], [-0.29341, -2.89908, 0.68190], [-0.40354, -1.42512, -0.37287], [4.08832, -0.88764, -3.76035], [3.20639, -0.25248, -2.84006], [3.23499, 1.20923, -2.77711], [4.04229, 1.70103, -1.57957], [5.47036, 1.54751, -1.84734], [6.30297, 1.73720, -0.63508], [7.67459, 1.16016, -0.91077], [8.47358, 2.25267, -1.41382], [9.83926, 1.88726, -1.62365], [3.97407, -1.94986, -3.54414], [5.15212, -0.71524, -3.59692], [3.70172, -0.60282, -4.73888], [2.20553, 1.54459, -2.65120], [3.64098, 1.61324, -3.70450], [3.76185, 1.12412, -0.69831], [3.81248, 2.74354, -1.35944], [5.62729, 2.42091, -2.32967], [5.92314, 1.17242, 0.21630], [6.30501, 2.78111, -0.32147], [7.76698, 0.33080, -1.61200], [8.06243, 0.88523, 0.07010], [10.42021, 2.77205, -1.88394], [9.92414, 1.12645, -2.39958], [10.28020, 1.59065, -0.67198], [3.29886, -1.36513, 2.45406], [3.41585, -2.40564, 1.41177], [2.96875, -1.93433, 0.15863], [3.09674, -3.07632, -0.89385], [2.12088, -4.12860, -0.64008], [2.33055, -5.39047, -1.33181], [1.95845, -5.12338, -2.79606], [1.98075, -6.48297, -3.30859], [1.12485, -6.74516, -4.42258], [3.81547, -0.49073, 2.05830], [3.62871, -1.72772, 3.42762], [2.23648, -1.12630, 2.50305], [3.52872, -1.06291, -0.18072], [1.91191, -1.67789, 0.23222], [4.12063, -3.44899, -0.92323], [2.82238, -2.62765, -1.84859], [2.28458, -4.34009, 0.33387], [1.57904, -6.03238, -0.87214], [3.32163, -5.76938, -1.08225], [2.74204, -4.47351, -3.18561], [0.96941, -4.69701, -2.96371], [1.19988, -7.73893, -4.86406], [1.19043, -5.99710, -5.21265], [0.09280, -6.58516, -4.11055]], "lowdin_charge": [-0.370, 0.878, -0.387, -1.109, -0.077, -0.079, 0.015, -0.044, -0.413, -0.203, -0.197, -0.093, 0.043, 0.078, 0.070, 0.056, 0.144, 0.116, 0.114, 0.078, 0.088, 0.082, 0.083, 0.054, -0.043, -0.377, -0.166, -0.257, -0.045, 0.060, 0.050, 0.069, 0.084, 0.121, 0.126, 0.132, 0.103, 0.084, 0.088, 0.046, 0.033, -0.117, -0.225, -0.168, -0.211, -0.043, -0.156, -0.180, -0.284, -0.064, 0.082, 0.088, 0.079, 0.115, 0.101, 0.097, 0.117, 0.070, 0.105, 0.109, 0.109, 0.115, 0.091, 0.085, 0.083, -0.112, -0.214, -0.159, -0.207, -0.051, -0.192, -0.212, -0.212, -0.119, 0.058, 0.073, 0.083, 0.105, 0.114, 0.092, 0.127, 0.103, 0.111, 0.126, 0.120, 0.108, 0.079, 0.082, 0.077, -0.044, -0.211, -0.210, -0.192, -0.085, -0.203, -0.171, -0.214, -0.120, 0.081, 0.081, 0.059, 0.105, 0.102, 0.120, 0.088, 0.097, 0.118, 0.120, 0.109, 0.124, 0.081, 0.078, 0.074], "largest_force_ev_per_a": 6.64, "energy_ev": -88837.9398, "orbital_gap_ev": 6.59, "total_charge": -1}

[2]
{"formula": "C27H68BrO15P3", "method": "the ωB97M-V functional and the def2-TZVPD basis", "elements": ["C", "C", "O", "C", "O", "C", "C", "C", "O", "P", "O", "O", "P", "P", "O", "O", "O", "O", "C", "Br", "C", "C", "H", "H", "H", "H", "H", "H", "H", "H", "H", "H", "H", "H", "H", "H", "H", "H", "H", "H", "H", "H", "C", "C", "C", "O", "H", "H", "H", "H", "H", "H", "H", "H", "C", "C", "C", "O", "H", "H", "H", "H", "H", "H", "H", "H", "C", "C", "C", "O", "H", "H", "H", "H", "H", "H", "H", "H", "C", "C", "C", "O", "H", "H", "H", "H", "H", "H", "H", "H", "C", "C", "C", "O", "H", "H", "H", "H", "H", "H", "H", "H", "C", "C", "C", "O", "H", "H", "H", "H", "H", "H", "H", "H"], "coordinates": [[-1.30857, 2.82987, -3.81500], [-1.33181, 1.81564, -2.70661], [-2.63849, 1.82200, -2.08394], [-2.59934, 1.49792, -0.75448], [-2.09525, 2.23416, 0.05990], [-3.21219, 0.16615, -0.43798], [-2.85575, -0.31251, 0.95959], [-1.37732, -0.64094, 0.99892], [-0.94495, -0.70738, 2.37668], [0.49773, -1.23996, 2.73314], [0.44314, -2.18338, 3.84535], [1.32889, 0.05634, 3.19011], [1.18802, 1.45825, 2.28494], [1.31417, 2.97265, 3.87781], [1.72758, 2.42474, 5.16436], [-0.15124, 3.59207, 3.89294], [2.21534, 4.18443, 3.35314], [1.17759, -1.97376, 1.47075], [2.28613, -1.45063, 0.77424], [1.69103, -0.32163, -0.73105], [3.06728, -2.62679, 0.22271], [4.17743, -2.24698, -0.76009], [-1.49247, 3.82215, -3.40587], [-2.09640, 2.64034, -4.53907], [-0.35028, 2.81705, -4.32469], [-0.53877, 1.99311, -1.98399], [-1.16436, 0.81769, -3.11879], [-4.28925, 0.20790, -0.58617], [-2.82957, -0.55539, -1.16457], [-3.41293, -1.23216, 1.13731], [-3.13352, 0.40041, 1.72859], [-1.21258, -1.57238, 0.46597], [-0.84088, 0.17342, 0.52622], [2.47016, 1.58796, 1.70482], [-0.61083, 3.39583, 3.06555], [2.82903, 3.91325, 2.66347], [2.94242, -0.87429, 1.42110], [2.33482, -3.24716, -0.29237], [3.44406, -3.21874, 1.05360], [4.60838, -1.28646, -0.49468], [3.76724, -2.23142, -1.76218], [4.92742, -3.02917, -0.74216], [4.28585, -2.98245, 5.34424], [3.80450, -3.53410, 4.01273], [2.99493, -4.80597, 4.19184], [4.91895, -3.77525, 3.14483], [4.94009, -3.70445, 5.84163], [4.86225, -2.06866, 5.19340], [3.44612, -2.76142, 6.00367], [3.18911, -2.78546, 3.51222], [3.60928, -5.58519, 4.65347], [2.65795, -5.18336, 3.22564], [2.12169, -4.62970, 4.81938], [5.47887, -4.43574, 3.56425], [-4.83950, -2.96255, -3.01358], [-3.40713, -3.37800, -2.71655], [-3.28693, -4.88318, -2.54167], [-2.93602, -2.70897, -1.54247], [-5.49691, -3.24356, -2.18611], [-4.90787, -1.88073, -3.13381], [-5.20880, -3.43718, -3.92297], [-2.75627, -3.04986, -3.52791], [-3.89977, -5.21914, -1.70092], [-2.25561, -5.16182, -2.32501], [-3.61156, -5.41324, -3.43773], [-3.49271, -2.98492, -0.80586], [4.97385, 1.02260, 9.47378], [5.07759, 1.54684, 8.04881], [3.70729, 1.72158, 7.41436], [5.87691, 0.66017, 7.26093], [4.48896, 0.04248, 9.48316], [5.96523, 0.90160, 9.91229], [4.39443, 1.69928, 10.10332], [5.60450, 2.50214, 8.05141], [3.18297, 0.76340, 7.36129], [3.79488, 2.09472, 6.39867], [3.09155, 2.41807, 7.98436], [5.42916, -0.19145, 7.24248], [-3.06614, 5.68098, -0.02630], [-3.46293, 5.91427, -1.47564], [-4.97229, 5.85740, -1.65706], [-2.83342, 4.95254, -2.32278], [-3.38694, 4.69049, 0.30341], [-1.98243, 5.72317, 0.08429], [-3.51421, 6.42862, 0.63040], [-3.09344, 6.88746, -1.80201], [-5.35118, 4.87046, -1.37731], [-5.23841, 6.02622, -2.70111], [-5.47478, 6.60653, -1.04356], [-3.14054, 4.07284, -2.06463], [1.11466, -6.17941, -2.13047], [2.02518, -5.12617, -2.74300], [2.19923, -5.34241, -4.23857], [3.29569, -5.13842, -2.09252], [1.54441, -7.17623, -2.26091], [0.99988, -6.01009, -1.05929], [0.12716, -6.16761, -2.59386], [1.60684, -4.13312, -2.56503], [2.65958, -6.31519, -4.43128], [2.85471, -4.58075, -4.66106], [1.24121, -5.30560, -4.75917], [3.69069, -6.00499, -2.23153], [-4.17334, 4.47813, -6.27984], [-3.03660, 5.16934, -7.01752], [-3.47355, 5.64376, -8.39537], [-1.91594, 4.29222, -7.13357], [-4.50378, 3.59352, -6.83248], [-3.84283, 4.14849, -5.29447], [-5.02777, 5.14473, -6.15412], [-2.68904, 6.02018, -6.43091], [-3.78239, 4.79390, -9.01048], [-2.64815, 6.13668, -8.90915], [-4.30906, 6.34186, -8.32836], [-2.18896, 3.52742, -7.64983]], "lowdin_charge": [-0.061, -0.217, -0.040, -0.469, 0.116, -0.092, -0.150, -0.242, -0.171, 0.327, -0.216, -0.469, 0.853, 0.271, -0.281, -0.149, -0.143, -0.198, -0.707, 0.757, -0.267, -0.119, 0.059, 0.071, 0.087, 0.111, 0.120, 0.138, 0.107, 0.116, 0.125, 0.120, 0.041, -0.066, 0.057, 0.064, 0.097, 0.099, 0.105, 0.069, 0.052, 0.075, -0.055, -0.498, -0.055, -0.063, 0.081, 0.076, 0.084, 0.110, 0.080, 0.078, 0.081, 0.084, -0.056, -0.484, -0.054, -0.073, 0.084, 0.078, 0.082, 0.139, 0.085, 0.065, 0.083, 0.091, -0.069, -0.497, -0.073, -0.060, 0.079, 0.075, 0.077, 0.135, 0.084, 0.056, 0.083, 0.071, -0.058, -0.481, -0.058, -0.078, 0.069, 0.081, 0.080, 0.138, 0.081, 0.074, 0.079, 0.064, -0.055, -0.500, -0.059, -0.057, 0.083, 0.080, 0.067, 0.132, 0.082, 0.080, 0.079, 0.090, -0.058, -0.496, -0.066, -0.057, 0.082, 0.061, 0.080, 0.139, 0.080, 0.078, 0.079, 0.084], "largest_force_ev_per_a": 2.86, "energy_ev": -157728.4097, "orbital_gap_ev": 9.67, "total_charge": 0}